Record 1
Formula: C15H13N3O3
Source: the OMol25 dataset
Level of theory: ωB97M-V/def2-TZVPD

Structure (XYZ):
```
34
C15H13N3O3 (ωB97M-V/def2-TZVPD)
C -3.18826 3.92122 2.81509
H -4.17964 3.32926 2.71995
H -2.83433 3.72768 3.79555
H -3.59475 4.95357 2.71529
O -2.45066 3.80606 1.42621
C -1.70380 2.52934 1.32773
C -1.79587 1.43459 2.15169
C -1.51876 0.11463 1.85017
C -0.64685 -0.02751 0.75199
C -0.37623 1.21523 -0.02900
C -0.97954 2.23621 0.39883
O -0.68362 3.19719 -0.65696
C -1.14909 4.76995 -0.71653
H -0.68462 5.18570 -1.27456
H -0.88937 5.12028 0.31903
H -2.05540 4.70802 -0.58087
H 0.35870 1.22487 -0.94392
C 0.13187 -1.19205 0.50496
N -0.23581 -2.31777 1.26888
N 0.73669 -3.27015 0.66359
C 1.15480 -2.73921 -0.53000
C 2.23394 -3.41111 -1.29763
C 2.43482 -4.70643 -1.16936
C 3.42854 -5.24099 -2.10835
C 3.50151 -4.55961 -3.25911
N 3.37141 -3.07303 -3.33659
C 2.67777 -2.47438 -2.62173
H 2.28116 -1.61218 -2.51196
H 4.55841 -4.80307 -3.99805
H 3.62132 -6.17682 -2.13632
H 1.94031 -5.28775 -0.40339
O 0.77306 -1.42096 -0.65570
H -1.61454 -0.67673 2.59198
H -2.62317 1.51593 2.92908
```

HOMO level: -8.3 eV
2S+1: 1
Relative energy (zero: lowest compared OMol25 entry of this formula, charge and spin): 14.4091 eV
SMILES: COc1ccc(-c2nnc(-c3cccnc3)o2)cc1OC



Record 2
Formula: C2H4OS2
Source: the OMol25 dataset
Level of theory: ωB97M-V/def2-TZVPD

Structure (XYZ):
```
9
C2H4OS2 (ωB97M-V/def2-TZVPD)
C -0.03283 -0.07809 -1.04748
C -0.02375 0.29375 1.79208
O 0.55791 -0.61744 -3.44120
S -0.49839 -0.00709 -2.63456
S -1.09487 0.40216 0.27601
H 0.77307 -0.62365 -0.70388
H -0.79184 0.62529 2.44090
H 0.83485 0.81694 1.49719
H 0.27585 -0.81188 1.82094
```

HOMO level: -8.3 eV
2S+1: 1
Relative energy (zero: lowest compared OMol25 entry of this formula, charge and spin): 1.8871 eV



Record 3
Formula: C2H5N3O3
Source: the OMol25 dataset
Level of theory: ωB97M-V/def2-TZVPD

Structure (XYZ):
```
13
C2H5N3O3 (ωB97M-V/def2-TZVPD)
C 0.70521 -4.16129 2.25074
C 0.40713 -0.05333 0.30089
N 0.09721 -1.07497 -0.57304
N 1.39791 -0.24664 1.07124
N -0.48986 0.98849 0.32368
O 0.25295 -4.03558 1.20812
O 1.15112 -4.29989 3.29330
O -0.57255 -0.72070 -1.76754
H 0.92284 -1.62760 -0.75175
H 1.52247 0.47349 1.77370
H -0.20138 1.82079 0.80982
H -0.99977 1.15590 -0.52886
H -1.40073 -1.22286 -1.76333
```

HOMO level: -9.0 eV
2S+1: 1
Relative energy (zero: lowest compared OMol25 entry of this formula, charge and spin): 0.3268 eV
SMILES: [H]/N=C(\N)NO.O=C=O



Record 4
Formula: C21H18N6O2S
Source: the OMol25 dataset
Level of theory: ωB97M-V/def2-TZVPD

Structure (XYZ):
```
48
C21H18N6O2S (ωB97M-V/def2-TZVPD)
O 1.80422 -4.31403 -0.52163
N 1.35180 3.47891 -1.75415
N -0.94760 -1.94188 -1.09696
N 1.62376 2.36848 0.27081
O -2.15029 -1.57831 -1.60309
S 2.43720 2.25883 -2.21994
C 1.16447 -3.36630 -0.17148
C 1.08682 3.38520 -0.48138
C -1.19343 -2.96538 -0.28829
C 2.24203 1.63935 -0.60212
C -1.06044 6.45971 1.70209
C -5.06515 -3.82234 -1.18417
C -1.58369 6.00377 0.42463
C 0.08376 5.94536 2.15574
C -4.38512 -4.69456 -0.35076
C -4.43227 -2.64818 -1.71490
C -0.92884 4.91142 -0.25819
C 0.69573 4.96036 1.42401
C -3.18982 -4.23101 0.22336
C -3.08717 -2.43707 -1.23981
C 0.23013 4.40010 0.20295
C -2.61617 -3.20438 -0.24753
N -0.14866 -3.62156 0.20679
N 1.71401 -2.06726 -0.26538
N 2.94598 0.49360 -0.16158
C 3.41049 -0.58467 -1.12025
C 1.20800 -0.99548 0.64992
C 3.48935 -1.47029 1.03318
C 3.14777 -1.84421 -0.39700
C 2.49208 -0.28328 1.03755
H -1.51100 7.24343 2.28463
H -6.14175 -3.76650 -1.34051
H -2.49187 6.39142 -0.03382
H 0.53882 6.31412 3.06578
H -5.02485 -5.55388 -0.09253
H -4.82240 -1.87840 -2.36903
H -1.38303 4.70585 -1.24570
H 1.46267 4.29720 1.85634
H -2.71141 -4.73663 1.02139
H -0.31510 -4.53972 0.62541
H 2.80114 -0.61839 -2.01182
H 4.50147 -0.39888 -1.20637
H 0.45003 -0.32391 0.24583
H 0.74381 -1.55644 1.46400
H 4.48554 -1.23541 1.15793
H 3.19637 -2.18560 1.82918
H 3.61600 -2.67761 -0.88913
H 2.26661 0.28446 1.98599
```

HOMO level: -8.5 eV
2S+1: 1
Relative energy (zero: lowest compared OMol25 entry of this formula, charge and spin): 4.2023 eV
SMILES: O=C(Nc1noc2ccccc12)N1C[C@H]2C[C@@H]1CN2c1nc(-c2ccccc2)ns1



Record 5
Formula: C27H27N4OOsS
Source: the OMol25 dataset
Level of theory: ωB97M-V/def2-TZVPD

Structure (XYZ):
```
61
C27H27N4OOsS (ωB97M-V/def2-TZVPD)
Os -0.11250 -0.02700 0.67150
C -1.95550 1.65780 1.27670
C -1.21330 2.09200 0.16040
C 0.15370 2.19740 0.55250
C 0.24160 1.81360 1.92350
C -1.08230 1.50920 2.37030
H -3.02520 1.55550 1.31290
H -1.62510 2.39610 -0.78640
H 0.92260 2.69240 -0.02120
H 1.08900 1.97270 2.57430
H -1.37440 1.29340 3.38530
C -3.08930 -6.14260 -0.31210
C -2.79960 -5.46250 -1.61420
C -3.44990 -5.84160 -2.77580
C -3.19400 -5.21900 -3.98690
C -2.25830 -4.19830 -4.05070
C -1.59010 -3.80010 -2.90580
C -1.86420 -4.41930 -1.69010
N -1.26630 -4.00590 -0.48950
C -0.42520 -2.91480 -0.31980
N 0.88310 -3.10580 -0.57090
C 1.97970 -2.34970 -0.03470
C 1.75710 -0.92070 0.49770
C 2.90960 -0.02500 0.30600
C 4.09820 -0.48260 -0.13030
C 4.30750 -1.84210 -0.51490
C 3.30610 -2.74380 -0.56610
C 3.51000 -4.13620 -1.08290
N -0.90510 -1.77420 0.11140
C -2.32800 -1.65780 0.22590
C -3.08960 -1.31970 -0.89210
C -4.46790 -1.24990 -0.79270
C -5.09150 -1.53790 0.41090
C -4.32900 -1.85570 1.52230
C -2.94430 -1.90530 1.46100
C -2.12560 -2.20360 2.67680
H -3.73300 -7.00140 -0.47360
H -3.60060 -5.46840 0.37700
H -2.17000 -6.48370 0.15910
H -4.17340 -6.63960 -2.72250
H -3.72700 -5.52290 -4.87430
H -2.05660 -3.70130 -4.98730
H -0.86370 -2.99860 -2.93880
H -1.90320 -4.10940 0.29530
H 1.11710 -4.05820 -0.82590
H 2.78560 1.02670 0.51810
H 4.92960 0.19510 -0.24230
H 5.30090 -2.11770 -0.83210
H 4.57570 -4.34380 -1.14830
H 3.09270 -4.25100 -2.08360
H 3.05750 -4.88410 -0.42900
H -2.59420 -1.10760 -1.82980
H -5.05650 -0.98130 -1.65540
H -6.16840 -1.52720 0.48400
H -4.81510 -2.06860 2.46170
H -2.74820 -2.21520 3.56510
H -1.34780 -1.43950 2.80710
H -1.62460 -3.16690 2.59140
O 0.39880 -3.92120 2.04950
S 1.12970 -2.77090 2.61870
N 2.00150 -2.06070 1.37780
```

HOMO level (alpha / beta): -10.5 / -10.5 eV
2S+1: 1
Total charge: +1
Relative energy (zero: lowest compared OMol25 entry of this formula, charge and spin): 5.0245 eV